ORCA calculation (ωB97M-V with the def2-TZVPD basis set) on a 2-piece molecular cluster, C3H13N3O overall.

Output
SMILES: NCCNCN.O
HOMO energy, eV: -8.67
LUMO level, eV: 0.9
Gap between HOMO and LUMO, eV: 9.57
Energy above the lowest of the compared OMol25 structures with the same formula, charge and spin, kJ/mol: 176.0
2S+1: 1

Last column: natural (NBO) charge in e.
Atoms and positions in Å:
C: -0.17 0.71 0.67  -0.218
N: 0.34 -0.45 -0.16  -0.669
C: -0.58 -1.48 -0.60  -0.057
N: -0.64 -2.67 0.21  -0.858
C: 0.99 1.73 0.68  -0.236
N: 1.60 1.74 2.02  -0.829
H: -0.33 0.33 1.68  0.191
H: -1.05 1.00 0.11  0.191
H: 1.23 -0.82 0.12  0.360
H: -0.22 -1.66 -1.63  0.155
H: -1.58 -1.09 -0.72  0.181
H: -1.38 -3.28 -0.11  0.362
H: 0.20 -3.21 0.31  0.358
H: 1.66 1.67 -0.17  0.188
H: 0.51 2.71 0.62  0.184
H: 1.65 0.82 2.41  0.344
H: 2.57 2.04 1.97  0.354
H: -1.43 1.12 -3.02  0.464
H: -1.38 0.34 -1.81  0.461
O: -1.97 0.44 -2.58  -0.927

***

ORCA calculation (ωB97M-V with the def2-TZVPD basis set) on C3H13N5O as an isolated structure.

Output
HOMO energy, eV: -18.51
LUMO level, eV: -7.3
Total charge: +2
Gap between HOMO and LUMO, eV: 11.22
2S+1: 1

Last column: natural (NBO) charge in e.
Atoms and positions in Å:
C: 0.88 -0.78 -1.08  0.525
C: 0.81 -0.24 0.36  -0.013
C: -0.23 0.91 0.57  0.560
N: 1.37 -0.02 -2.03  -0.708
N: -0.48 1.73 -0.47  -0.804
N: -0.10 1.48 1.78  -0.784
N: 0.46 -2.00 -1.28  -0.693
N: -1.84 -0.15 0.75  -0.908
O: 0.53 -1.28 1.24  -0.718
H: 1.78 0.23 0.57  0.257
H: 1.74 0.91 -1.84  0.451
H: 1.50 -0.36 -2.97  0.446
H: -0.70 1.36 -1.38  0.413
H: -0.94 2.61 -0.27  0.428
H: -0.59 2.33 2.00  0.428
H: 0.22 0.94 2.57  0.431
H: 0.13 -2.53 -0.48  0.455
H: 0.54 -2.47 -2.17  0.448
H: -2.23 -0.52 -0.11  0.406
H: -1.63 -0.93 1.37  0.425
H: -2.55 0.43 1.20  0.423
H: 1.32 -1.62 1.68  0.531

***

ORCA calculation (ωB97M-V with the def2-TZVPD basis set) on a 3-piece molecular cluster, C3H13NO2 overall.

Output
SMILES: CC(C)N.O.O
HOMO energy, eV: -8.93
LUMO level, eV: 0.5
Gap between HOMO and LUMO, eV: 9.41
Energy above the lowest of the compared OMol25 structures with the same formula, charge and spin, kJ/mol: 56.2
2S+1: 1

Last column: natural (NBO) charge in e.
Atoms and positions in Å:
C: 0.60 2.11 0.73  -0.620
C: 0.30 0.80 0.00  -0.036
C: -0.74 0.86 -1.13  -0.613
N: 1.55 0.20 -0.54  -0.834
H: 1.36 1.84 1.47  0.205
H: 1.02 2.86 0.07  0.204
H: -0.31 2.47 1.21  0.207
H: -0.06 0.10 0.75  0.156
H: -0.31 1.40 -1.96  0.213
H: -0.97 -0.15 -1.44  0.222
H: -1.61 1.36 -0.68  0.186
H: 1.73 -0.65 -0.04  0.368
H: 2.31 0.81 -0.28  0.338
H: -0.11 -2.63 -0.03  0.487
H: 0.54 -3.61 -1.00  0.467
O: 0.59 -2.69 -0.70  -0.957
H: -1.59 -1.70 1.87  0.475
H: -2.51 -1.38 0.72  0.482
O: -1.80 -1.99 0.98  -0.949

***

ORCA calculation (ωB97M-V with the def2-TZVPD basis set) on a 3-piece molecular cluster, C3H13NO2 overall.

Output
SMILES: CC(C)N.O.O
HOMO energy, eV: -9.28
LUMO level, eV: 0.9
Gap between HOMO and LUMO, eV: 10.18
Energy above the lowest of the compared OMol25 structures with the same formula, charge and spin, kJ/mol: 12.4
2S+1: 1

Last column: natural (NBO) charge in e.
Atoms and positions in Å:
C: 2.20 -0.16 -0.30  -0.623
C: 1.06 0.38 0.56  -0.053
C: 0.32 1.48 -0.18  -0.622
N: 0.14 -0.65 1.02  -0.877
H: 2.90 0.62 -0.61  0.206
H: 2.84 -0.83 0.28  0.204
H: 1.85 -0.74 -1.16  0.204
H: 1.52 0.82 1.42  0.180
H: -0.45 1.97 0.43  0.210
H: 0.99 2.29 -0.44  0.217
H: -0.09 1.10 -1.12  0.204
H: 0.60 -1.34 1.60  0.365
H: -0.32 -1.10 0.25  0.386
H: -1.66 -1.54 -2.16  0.469
H: -2.48 -1.09 -0.92  0.501
O: -1.81 -1.72 -1.23  -0.973
H: -2.93 -0.20 1.40  0.477
H: -1.86 0.47 0.59  0.490
O: -2.81 0.25 0.56  -0.964

***

ORCA calculation (ωB97M-V with the def2-TZVPD basis set) on a 3-piece molecular cluster, C3H13NO2 overall.

Output
SMILES: CC(C)N.O.O
HOMO energy, eV: -9.35
LUMO level, eV: 0.9
Gap between HOMO and LUMO, eV: 10.25
Energy above the lowest of the compared OMol25 structures with the same formula, charge and spin, kJ/mol: 26.9
2S+1: 1

Last column: natural (NBO) charge in e.
Atoms and positions in Å:
C: -0.49 0.28 2.26  -0.622
C: 0.56 0.30 1.14  -0.053
C: 0.83 -1.11 0.62  -0.610
N: 0.20 1.18 0.03  -0.884
H: -0.40 -0.62 2.87  0.207
H: -0.34 1.11 2.95  0.206
H: -1.52 0.34 1.90  0.209
H: 1.48 0.65 1.60  0.184
H: 1.55 -1.05 -0.19  0.193
H: 1.30 -1.77 1.34  0.209
H: -0.08 -1.56 0.22  0.213
H: 0.54 2.13 0.10  0.374
H: -0.76 1.14 -0.23  0.383
H: -2.61 -0.06 -2.72  0.475
H: -1.20 0.42 -2.34  0.488
O: -2.12 0.42 -2.05  -0.963
H: 0.87 -0.09 -1.92  0.489
H: 1.46 -1.17 -2.81  0.474
O: 0.73 -0.54 -2.77  -0.971

***

ORCA calculation (ωB97M-V with the def2-TZVPD basis set) on a 3-piece molecular cluster, C3H13NO2 overall.

Output
Expectation value of S²: 0.755
HOMO energy (alpha / beta), eV: -13.93 / -13.93
LUMO level (alpha / beta), eV: -3.2 / -7.5
Total charge: +1
Gap between HOMO and LUMO (alpha / beta), eV: 10.71 / 6.40
Energy above the lowest of the compared OMol25 structures with the same formula, charge and spin, kJ/mol: 160.7
2S+1: 2

Last column: Löwdin spin population.
Atoms and positions in Å:
C: 0.37 0.87 0.88  0.064
N: -0.79 0.91 -0.06  0.671
C: -1.70 -0.12 0.29  0.085
C: -1.20 2.33 -0.73  0.028
H: 1.19 0.15 0.82  0.023
H: 0.06 0.80 1.98  0.030
H: 0.91 1.84 0.81  0.001
H: -1.84 -0.88 -0.46  0.038
H: -1.32 -0.68 1.22  0.009
H: -2.74 0.27 0.42  0.026
H: -0.56 3.21 -0.39  0.001
H: -2.21 2.60 -0.41  0.012
H: -1.24 2.20 -1.74  0.010
H: 2.89 -3.31 1.07  0.000
H: 3.01 -2.30 -0.09  0.000
O: 3.13 -2.45 0.91  0.000
H: 1.13 -1.09 -1.42  0.000
H: 0.04 -2.28 -1.79  0.000
O: 0.88 -2.10 -1.30  0.000

***

ORCA calculation (ωB97M-V with the def2-TZVPD basis set) on a 3-piece molecular cluster, C3H13NO2S overall.

Output
SMILES: C[C@@H](N)CS.O.O
HOMO energy, eV: -9.18
LUMO level, eV: 0.5
Gap between HOMO and LUMO, eV: 9.68
Energy above the lowest of the compared OMol25 structures with the same formula, charge and spin, kJ/mol: 104.8
2S+1: 1

Last column: natural (NBO) charge in e.
Atoms and positions in Å:
C: 0.00 -0.98 1.61  -0.623
C: 0.36 0.28 0.83  -0.044
C: 1.92 0.41 0.66  -0.557
S: 2.22 1.61 -0.64  -0.009
N: -0.33 1.46 1.39  -0.855
H: 0.13 -1.95 1.14  0.208
H: -1.06 -0.83 1.85  0.213
H: 0.52 -1.15 2.57  0.205
H: -0.14 0.12 -0.23  0.165
H: 2.20 0.63 1.71  0.219
H: 2.32 -0.62 0.54  0.224
H: 3.49 1.65 -0.29  0.123
H: 0.30 2.24 1.20  0.367
H: -1.23 1.65 0.97  0.363
H: -2.41 -2.78 -1.29  0.472
H: -1.27 -3.35 -0.79  0.460
O: -1.47 -2.75 -1.52  -0.933
H: -3.69 -0.22 -0.64  0.471
H: -3.22 -0.74 -2.00  0.477
O: -3.91 -0.86 -1.33  -0.946

***

ORCA calculation (ωB97M-V with the def2-TZVPD basis set) on a 4-piece molecular cluster, C3H13NO3 overall.

Output
Expectation value of S²: 0.750
HOMO energy (alpha / beta), eV: 0.92 / -5.05
LUMO level (alpha / beta), eV: 3.8 / 3.8
Total charge: -1
Gap between HOMO and LUMO (alpha / beta), eV: 2.90 / 8.83
Energy above the lowest of the compared OMol25 structures with the same formula, charge and spin, kJ/mol: 210.6
2S+1: 2

Last column: Löwdin spin population.
Atoms and positions in Å:
C: -1.41 -0.23 -1.92  0.117
C: -0.44 0.48 -1.10  0.094
C: -0.75 0.92 0.11  0.085
N: 0.72 0.96 -1.85  0.103
H: -2.14 0.64 -2.16  0.018
H: -2.13 -0.94 -1.55  0.011
H: -1.00 -0.81 -2.80  0.026
H: -0.05 1.74 0.52  0.020
H: -1.42 0.71 0.81  0.005
H: 0.92 0.78 -2.72  0.051
H: 0.84 1.93 -1.69  0.058
H: -0.66 -0.05 2.81  0.010
H: -1.60 -0.91 1.79  0.008
O: -1.46 -0.64 2.66  0.025
H: 2.21 -2.95 1.13  0.028
H: 2.11 -1.49 0.43  0.056
O: 1.75 -2.08 1.10  0.150
H: 1.04 0.25 1.00  0.016
H: 2.09 1.08 1.56  0.036
O: 1.38 0.62 1.87  0.083

***

ORCA calculation (ωB97M-V with the def2-TZVPD basis set) on a 3-piece molecular cluster, C3H13NO3 overall.

Output
SMILES: CNCCO.O.O
HOMO energy, eV: -9.68
LUMO level, eV: 0.5
Gap between HOMO and LUMO, eV: 10.21
Energy above the lowest of the compared OMol25 structures with the same formula, charge and spin, kJ/mol: 233.6
2S+1: 1

Last column: natural (NBO) charge in e.
Atoms and positions in Å:
C: -1.53 -0.94 0.45  -0.411
N: -0.28 -0.36 -0.24  -0.652
C: -0.72 0.46 -1.33  -0.257
C: -0.77 2.08 -1.14  -0.072
O: 0.48 2.63 -0.80  -0.705
H: -1.43 -1.86 0.84  0.197
H: -2.41 -1.01 -0.09  0.192
H: -1.62 -0.28 1.30  0.190
H: 0.14 0.25 0.49  0.350
H: -0.13 0.20 -2.11  0.186
H: -1.63 0.08 -1.69  0.196
H: -1.02 2.54 -2.14  0.177
H: -1.45 2.34 -0.38  0.166
H: 1.01 1.94 -0.62  0.452
H: 1.38 -0.78 2.16  0.463
H: 1.50 -2.18 2.41  0.471
O: 1.22 -1.36 2.88  -0.934
H: 3.07 -0.81 -0.21  0.478
H: 1.63 -1.51 -0.08  0.501
O: 2.54 -1.44 0.30  -0.987

***

ORCA calculation (ωB97M-V with the def2-TZVPD basis set) on a 4-piece molecular cluster, C3H13NO3 overall.

Output
SMILES: C/C=C/N.O.O.O
HOMO energy, eV: -8.60
LUMO level, eV: 0.7
Gap between HOMO and LUMO, eV: 9.32
Energy above the lowest of the compared OMol25 structures with the same formula, charge and spin, kJ/mol: 146.8
2S+1: 1

Last column: natural (NBO) charge in e.
Atoms and positions in Å:
C: 2.31 -0.71 0.99  -0.654
C: 1.32 -0.38 -0.08  -0.278
C: 1.03 0.82 -0.53  -0.033
N: -0.09 1.02 -1.41  -0.862
H: 3.18 -0.02 1.09  0.205
H: 1.83 -0.77 1.96  0.214
H: 2.73 -1.52 0.42  0.230
H: 0.79 -1.34 -0.35  0.220
H: 1.55 1.76 -0.30  0.187
H: 0.21 1.71 -2.13  0.359
H: -0.21 0.11 -1.80  0.410
H: -1.45 -1.60 -0.42  0.504
H: -2.14 -1.12 -1.61  0.465
O: -1.24 -1.38 -1.36  -0.986
H: -1.53 1.67 -0.09  0.494
H: -1.62 2.05 1.23  0.461
O: -2.16 1.64 0.61  -0.946
H: -0.74 -0.74 1.55  0.482
H: -2.15 -0.16 1.03  0.515
O: -1.61 -1.01 1.19  -0.990

***

Listing energy for the structures above in their given order: -9838.4786; -12804.6958; -8906.8430; -8907.2977; -8907.1467; -8896.8414; -19741.3559; -10951.0103; -10952.3503; -10953.2497 eV.
Listing largest force on an atom for the structures above in their given order: 3.61; 0.56; 1.23; 0.93; 0.96; 5.11; 3.24; 7.14; 4.70; 3.12 eV/A.